## w
Formula: C4H13N2O2
Source: the Open Molecules 2025 dataset
Level of theory: the ωB97M-V functional and the def2-TZVPD basis

CARTESIAN COORDINATES (ANGSTROEM)
C -2.192 0.181 -0.743
N -2.515 -0.609 -1.759
C -1.905 -1.909 -1.961
O -1.254 0.010 0.028
H -2.845 1.052 -0.632
H -3.355 -0.355 -2.251
H -2.318 -2.644 -1.268
H -0.840 -1.836 -1.757
H -2.043 -2.260 -2.978
C 1.679 1.607 0.679
O 2.516 2.660 1.097
C 1.938 0.470 1.639
N 1.040 -0.717 1.284
H 1.925 1.278 -0.336
H 0.631 1.891 0.746
H 2.455 3.377 0.456
H 2.955 0.083 1.632
H 1.694 0.712 2.672
H 1.352 -1.145 0.408
H 0.063 -0.394 1.057
H 1.018 -1.449 1.990

Summary:
Net charge ... +1
Kohn-Sham gap ... 0.397 Ha
Lowest unoccupied orbital energy ... -0.1122 hartree


## x
Formula: C4H13N2O2
Source: the Open Molecules 2025 dataset
Level of theory: the ωB97M-V functional and the def2-TZVPD basis

CARTESIAN COORDINATES (ANGSTROEM)
O 0.805 2.208 1.167
C 0.862 1.115 1.672
C -0.104 0.007 1.465
C -1.017 0.293 0.223
C -1.351 -0.901 -0.623
N -0.280 -1.287 -1.558
N 0.648 -1.263 1.188
H 1.801 0.964 2.281
H -0.750 -0.146 2.353
H -0.539 1.083 -0.372
H -1.927 0.836 0.526
H -2.336 -0.692 -1.082
H -1.634 -1.762 0.009
H -0.778 -1.876 -2.233
H 0.134 -0.590 -2.237
H 1.660 -1.302 1.180
H 0.430 -1.855 1.993
H 0.399 -1.763 -0.952
H 1.974 2.426 -1.224
H 0.843 2.508 -2.264
O 1.161 1.998 -1.510

Summary:
Net charge ... +1
Kohn-Sham gap ... 0.367 Ha
Lowest unoccupied orbital energy ... -0.1196 hartree


Energy relative to the most stable one, in kcal/mol: w 0.0; x 30.6


## w
Formula: C51H113N5O8
Source: the Open Molecules 2025 dataset
Level of theory: the ωB97M-V functional and the def2-TZVPD basis

CARTESIAN COORDINATES (ANGSTROEM)
C 23.113 8.166 10.036
C 23.690 7.577 8.841
O 23.377 8.344 7.713
H 22.046 8.231 9.820
H 23.581 9.138 10.195
H 23.265 7.615 10.964
H 23.306 6.558 8.800
H 24.765 7.418 8.918
H 24.211 8.605 7.316
C 18.238 -9.460 -0.560
C 17.176 -8.422 -0.093
O 16.395 -9.260 0.734
H 17.784 -10.000 -1.391
H 18.700 -10.154 0.141
H 19.156 -9.010 -0.937
H 16.522 -7.977 -0.843
H 17.479 -7.560 0.501
H 15.536 -9.451 0.349
C 18.096 0.753 12.144
C 17.540 -0.023 13.283
O 18.412 -1.091 13.761
H 17.637 1.732 12.008
H 18.120 0.233 11.186
H 19.170 0.924 12.207
H 16.594 -0.523 13.078
H 17.349 0.629 14.136
H 18.329 -1.816 13.136
C 18.884 -2.971 -4.149
C 18.200 -2.342 -5.349
C 18.918 -0.939 -5.542
C 18.713 -0.363 -6.908
C 19.116 -1.398 -7.921
C 18.442 -2.802 -7.786
N 18.572 -3.316 -6.390
O 17.997 -4.627 -6.194
C 17.015 -2.614 -8.279
C 19.235 -3.765 -8.649
C 16.579 -2.281 -5.188
H 19.945 -3.208 -4.222
H 18.299 -3.884 -4.045
H 18.814 -2.318 -3.278
H 18.388 -0.293 -4.842
H 19.977 -1.025 -5.297
H 19.243 0.571 -7.098
H 17.674 -0.082 -7.078
H 20.203 -1.484 -7.947
H 18.781 -0.916 -8.839
H 16.490 -1.697 -8.011
H 17.133 -2.689 -9.360
H 16.413 -3.433 -7.884
H 18.924 -4.801 -8.515
H 19.172 -3.528 -9.711
H 20.310 -3.793 -8.474
H 16.371 -1.395 -4.587
H 16.464 -3.101 -4.479
H 15.902 -2.456 -6.023
H 18.739 -5.234 -6.140
C 8.580 -4.803 9.760
C 9.155 -3.880 10.940
C 8.919 -2.362 10.612
C 9.259 -1.305 11.651
C 8.325 -1.748 12.862
C 8.516 -3.269 13.421
N 8.459 -4.184 12.214
O 8.522 -5.549 12.561
C 9.895 -3.328 14.125
C 7.305 -3.648 14.361
C 10.654 -4.275 11.088
H 9.011 -4.743 8.761
H 7.527 -4.599 9.565
H 8.476 -5.860 10.002
H 9.537 -2.186 9.732
H 7.902 -2.256 10.234
H 9.005 -0.326 11.244
H 10.294 -1.444 11.962
H 7.313 -1.556 12.508
H 8.646 -1.073 13.656
H 10.231 -4.348 13.941
H 10.711 -2.700 13.767
H 9.797 -3.311 15.210
H 7.320 -3.283 15.387
H 6.321 -3.336 14.011
H 7.435 -4.708 14.582
H 10.685 -5.337 11.332
H 11.158 -3.578 11.757
H 11.210 -4.206 10.153
H 7.602 -5.789 12.427
C 27.836 -6.200 12.606
C 26.553 -5.309 12.289
C 26.488 -4.162 13.258
C 25.455 -3.063 12.934
C 25.958 -2.384 11.626
C 26.148 -3.377 10.519
N 26.727 -4.650 10.972
O 26.615 -5.537 9.969
C 24.680 -3.464 9.922
C 27.164 -2.845 9.316
C 25.262 -6.167 12.301
H 28.732 -5.606 12.783
H 28.026 -6.816 11.727
H 27.687 -6.717 13.554
H 26.100 -4.484 14.224
H 27.492 -3.788 13.457
H 25.449 -2.303 13.716
H 24.459 -3.499 12.851
H 26.890 -1.855 11.826
H 25.367 -1.492 11.419
H 24.200 -2.506 9.724
H 24.548 -3.963 8.962
H 23.945 -3.772 10.666
H 28.209 -3.036 9.559
H 27.097 -3.313 8.334
H 27.164 -1.767 9.160
H 25.359 -7.076 11.708
H 24.432 -5.614 11.861
H 24.881 -6.422 13.290
H 25.708 -5.851 9.996
C 16.598 14.483 5.783
C 16.649 13.846 7.214
C 15.305 14.192 7.959
C 14.041 13.419 7.418
C 14.420 11.889 7.601
C 15.671 11.397 6.843
N 16.773 12.343 7.141
O 18.017 11.969 6.536
C 16.104 9.998 7.411
C 15.306 11.183 5.281
C 17.825 14.488 8.102
H 16.125 15.464 5.791
H 17.638 14.622 5.486
H 16.135 13.876 5.004
H 15.394 13.922 9.011
H 15.074 15.245 7.798
H 13.136 13.718 7.946
H 13.936 13.638 6.355
H 13.524 11.294 7.425
H 14.631 11.743 8.660
H 16.572 10.062 8.393
H 16.777 9.489 6.720
H 15.193 9.418 7.561
H 15.114 12.210 4.968
H 14.374 10.620 5.274
H 16.216 10.896 4.754
H 18.183 13.851 8.911
H 18.655 14.835 7.487
H 17.488 15.359 8.664
H 18.461 11.834 7.376
C 20.221 1.202 3.653
C 18.780 1.642 3.733
C 18.438 2.482 2.448
C 17.007 2.897 2.260
C 16.128 1.615 2.293
C 16.349 0.662 3.438
N 17.793 0.483 3.639
O 18.164 -0.603 4.425
C 15.549 1.128 4.751
C 15.764 -0.693 2.960
C 18.604 2.454 4.988
H 20.482 0.561 2.811
H 20.930 2.029 3.631
H 20.422 0.672 4.584
H 18.935 3.451 2.497
H 18.712 1.995 1.512
H 16.618 3.620 2.977
H 16.880 3.397 1.300
H 16.379 1.091 1.371
H 15.063 1.841 2.251
H 15.975 0.627 5.620
H 14.555 0.689 4.667
H 15.613 2.125 5.187
H 14.719 -0.866 3.218
H 16.155 -1.550 3.508
H 16.142 -0.892 1.957
H 17.591 2.819 5.154
H 18.726 1.831 5.874
H 19.220 3.331 5.187
H 18.713 -1.186 3.896

Summary:
Net charge ... 0
Kohn-Sham gap ... 0.314 Ha
Lowest unoccupied orbital energy ... 0.0176 hartree


## x
Formula: C51H113N5O8
Source: the Open Molecules 2025 dataset
Level of theory: the ωB97M-V functional and the def2-TZVPD basis

CARTESIAN COORDINATES (ANGSTROEM)
O 20.791 15.772 8.303
H 20.081 16.188 8.793
H 20.637 16.028 7.394
C 17.821 12.206 10.656
C 18.208 11.010 11.545
C 18.900 11.610 12.805
C 19.000 10.725 13.932
C 17.560 10.295 14.434
C 16.902 9.529 13.286
N 16.988 10.293 11.997
O 16.252 9.738 10.942
C 17.520 8.150 13.104
C 15.393 9.395 13.656
C 19.274 10.112 10.829
H 17.568 11.851 9.657
H 18.584 12.979 10.559
H 16.920 12.763 10.913
H 19.933 11.843 12.545
H 18.401 12.571 12.931
H 19.428 11.243 14.790
H 19.607 9.854 13.684
H 16.970 11.171 14.702
H 17.595 9.709 15.352
H 17.222 7.532 12.257
H 18.609 8.116 13.137
H 17.209 7.560 13.966
H 14.878 10.353 13.584
H 14.989 8.614 13.013
H 15.298 9.071 14.693
H 20.010 10.816 10.440
H 18.937 9.555 9.954
H 19.842 9.334 11.340
H 15.870 10.507 10.512
C 13.757 14.473 8.771
C 13.057 13.808 7.531
C 14.230 13.479 6.556
C 14.994 12.240 6.904
C 13.964 11.050 7.062
C 12.764 11.320 8.000
N 12.224 12.611 7.737
O 11.147 12.959 8.638
C 11.682 10.250 7.769
C 13.333 11.096 9.480
C 12.106 14.772 6.801
H 13.048 14.578 9.592
H 14.018 15.502 8.521
H 14.632 13.995 9.212
H 13.707 13.150 5.658
H 15.012 14.233 6.463
H 15.525 12.338 7.851
H 15.724 11.925 6.159
H 14.519 10.179 7.411
H 13.525 10.836 6.088
H 11.432 10.192 6.709
H 12.141 9.274 7.925
H 10.810 10.271 8.422
H 14.297 11.538 9.731
H 12.537 11.508 10.100
H 13.328 10.029 9.701
H 11.504 15.312 7.531
H 11.430 14.223 6.144
H 12.526 15.539 6.150
H 10.345 12.694 8.182
C 15.154 17.419 4.509
C 15.734 18.825 4.736
C 14.667 19.765 3.996
C 13.449 20.193 4.772
C 13.889 20.811 6.107
C 14.731 19.678 6.967
N 15.897 19.331 6.083
O 16.785 18.488 6.746
C 15.365 20.374 8.233
C 13.904 18.510 7.524
C 17.048 18.736 3.891
H 14.179 17.272 4.973
H 15.711 16.572 4.911
H 14.941 17.226 3.458
H 15.249 20.640 3.706
H 14.152 19.367 3.122
H 12.854 19.309 5.001
H 12.791 20.845 4.198
H 12.997 20.973 6.711
H 14.363 21.786 5.987
H 15.800 19.731 8.998
H 16.148 21.075 7.943
H 14.582 20.938 8.740
H 14.500 17.627 7.755
H 13.440 18.655 8.500
H 13.114 18.112 6.888
H 17.568 19.690 3.805
H 17.034 18.313 2.887
H 17.704 18.111 4.497
H 17.555 19.057 6.670
C 15.615 14.361 13.717
C 14.066 14.479 13.773
C 13.500 13.343 14.740
C 13.519 13.654 16.285
C 12.845 15.011 16.411
C 13.581 16.161 15.636
N 13.697 15.854 14.180
O 14.206 16.843 13.358
C 12.582 17.432 15.715
C 14.927 16.558 16.310
C 13.557 14.180 12.345
H 15.959 15.317 13.322
H 15.992 13.548 13.097
H 16.068 14.404 14.707
H 12.552 13.060 14.280
H 14.137 12.480 14.545
H 14.527 13.652 16.699
H 12.862 12.897 16.714
H 12.855 15.331 17.453
H 11.798 14.934 16.117
H 11.577 17.212 15.357
H 12.336 17.930 16.653
H 12.824 18.247 15.033
H 15.265 15.789 17.005
H 15.712 16.649 15.560
H 14.727 17.470 16.873
H 13.670 13.140 12.042
H 14.012 14.841 11.607
H 12.499 14.380 12.172
H 13.415 16.947 12.823
C 19.213 14.462 15.123
C 20.286 14.590 16.208
C 20.953 15.928 15.846
C 20.245 17.155 16.494
C 19.968 16.900 17.981
C 19.128 15.635 18.335
N 19.730 14.488 17.637
O 19.155 13.227 17.971
C 19.266 15.522 19.910
C 17.652 15.837 18.026
C 21.405 13.560 15.856
H 18.869 13.436 14.989
H 19.498 14.719 14.102
H 18.367 15.146 15.189
H 21.979 15.837 16.202
H 21.026 16.101 14.773
H 19.344 17.484 15.977
H 20.945 17.990 16.547
H 19.455 17.735 18.458
H 20.933 16.719 18.454
H 18.509 14.943 20.439
H 20.239 15.081 20.126
H 19.338 16.475 20.434
H 17.077 15.047 18.508
H 17.319 16.782 18.456
H 17.442 15.897 16.958
H 21.874 13.737 14.888
H 21.052 12.529 15.827
H 22.256 13.593 16.536
H 19.814 12.806 18.529
C 16.743 16.084 10.274
C 17.562 17.251 10.788
C 17.817 17.252 12.288
O 18.745 17.286 10.055
H 17.007 15.093 10.645
H 16.669 16.093 9.186
H 15.743 16.184 10.697
H 17.100 18.202 10.522
H 18.486 18.064 12.572
H 18.396 16.369 12.559
H 16.920 17.431 12.881
H 19.388 17.867 10.468
C 19.074 21.155 11.088
C 19.730 21.029 9.696
C 21.046 21.955 9.567
O 20.280 19.677 9.582
H 18.415 22.023 11.119
H 19.782 21.165 11.917
H 18.352 20.340 11.125
H 19.054 21.205 8.860
H 20.819 23.008 9.403
H 21.622 21.763 8.663
H 21.723 21.972 10.421
H 20.495 19.486 8.666

Summary:
Net charge ... 0
Kohn-Sham gap ... 0.294 Ha
Lowest unoccupied orbital energy ... 0.0140 hartree


Energy relative to the most stable one, in kcal/mol: w 78.2; x 0.0


## w
Formula: C3H5NO2S2
Source: the Open Molecules 2025 dataset
Level of theory: the ωB97M-V functional and the def2-TZVPD basis

CARTESIAN COORDINATES (ANGSTROEM)
C 0.836 -0.139 -1.118
C 0.200 0.026 0.267
C 0.825 -0.537 1.521
H -0.675 -0.604 -2.252
H 1.838 -0.539 -1.006
H 0.862 0.806 -1.620
H -2.885 1.660 -0.128
H -0.739 0.095 2.395
N -0.953 0.582 0.493
O 0.109 -1.032 -1.914
O 0.089 -0.376 2.609
S -1.792 1.294 -0.797
S 2.286 -1.236 1.552

Summary:
Net charge ... 0
Kohn-Sham gap ... 0.301 Ha
Lowest unoccupied orbital energy ... -0.0315 hartree


## x
Formula: C3H5NO2S2
Source: the Open Molecules 2025 dataset
Level of theory: the ωB97M-V functional and the def2-TZVPD basis

CARTESIAN COORDINATES (ANGSTROEM)
C -1.394 -0.426 -0.004
C 1.263 -0.983 0.458
C 1.851 0.091 -0.559
H -2.634 1.345 -0.358
H -0.074 1.376 -0.084
H 1.888 -1.873 0.717
H 1.189 -0.548 1.442
H 2.575 -0.391 -1.129
N -0.990 0.820 0.183
O -1.955 1.738 0.328
O 1.557 1.273 -0.516
S -3.044 -0.676 -0.392
S -0.232 -1.745 -0.086

Summary:
Net charge ... 0
Kohn-Sham gap ... 0.306 Ha
Lowest unoccupied orbital energy ... -0.0151 hartree


Energy relative to the most stable one, in kcal/mol: w 0.0; x 40.7


## w
Formula: C2H7ClN3
Source: the Open Molecules 2025 dataset
Level of theory: the ωB97M-V functional and the def2-TZVPD basis

CARTESIAN COORDINATES (ANGSTROEM)
C -0.324 -0.401 -0.176
C -1.693 -0.020 -0.658
N -0.847 -1.398 0.471
N -2.123 -1.257 0.010
N 2.719 1.144 0.103
Cl -2.316 1.469 0.107
H 0.693 -0.021 -0.239
H -1.889 -0.004 -1.732
H -0.463 -2.142 1.051
H -2.924 -1.312 0.631
H 3.318 0.652 0.758
H 2.625 2.091 0.447
H 3.225 1.198 -0.775

Summary:
Net charge ... +1
Kohn-Sham gap ... 0.327 Ha
Lowest unoccupied orbital energy ... -0.1916 hartree


## x
Formula: C2H7ClN3
Source: the Open Molecules 2025 dataset
Level of theory: the ωB97M-V functional and the def2-TZVPD basis

CARTESIAN COORDINATES (ANGSTROEM)
C -0.338 -0.040 0.845
C -1.028 0.291 -0.373
N -0.424 -1.281 0.587
N -0.949 -1.148 -0.720
N 1.903 1.027 -0.150
Cl -2.790 0.522 0.058
H 0.068 0.582 1.564
H -0.848 0.974 -1.124
H -0.176 -2.167 1.117
H -1.822 -1.653 -1.010
H 1.867 0.153 -0.690
H 2.611 0.851 0.563
H 1.926 1.890 -0.666

Summary:
Net charge ... +1
Kohn-Sham gap ... 0.341 Ha
Lowest unoccupied orbital energy ... -0.1842 hartree


Energy relative to the most stable one, in kcal/mol: w 0.0; x 15.8


## w
Formula: C6H7Br2N
Source: the Open Molecules 2025 dataset
Level of theory: the ωB97M-V functional and the def2-TZVPD basis

CARTESIAN COORDINATES (ANGSTROEM)
C 2.084 1.150 -0.997
C 0.474 0.584 0.789
C 0.721 0.742 -0.727
C 0.469 -0.607 -1.427
C -0.421 -0.632 1.019
C -1.891 -0.540 0.888
N 3.179 1.412 -1.197
Br -0.836 -0.656 -2.759
Br 0.277 -2.035 2.050
H 1.426 0.443 1.304
H 0.010 1.483 1.212
H 0.050 1.489 -1.161
H 1.289 -1.290 -1.580
H -2.164 0.193 0.132
H -2.353 -0.227 1.830
H -2.313 -1.508 0.623

Summary:
Net charge ... 0
Kohn-Sham gap (alpha / beta) ... 0.316 / 0.278 Ha
Lowest unoccupied orbital energy (alpha / beta) ... -0.0040 / -0.0197 hartree


## x
Formula: C6H7Br2N
Source: the Open Molecules 2025 dataset
Level of theory: the ωB97M-V functional and the def2-TZVPD basis

CARTESIAN COORDINATES (ANGSTROEM)
C 2.871 -1.339 0.956
C 1.412 -0.697 -0.972
C 1.694 -0.812 0.511
C 1.377 0.731 0.912
C 0.339 0.468 -0.925
C -1.049 0.072 -0.503
N 3.839 -1.935 1.151
Br 0.473 1.148 2.569
Br 0.467 1.892 -2.068
H 2.293 -0.376 -1.588
H 0.999 -1.558 -1.524
H 0.783 -1.463 0.881
H 1.977 1.531 0.455
H -1.033 -0.940 -0.090
H -1.653 0.021 -1.420
H -1.418 0.625 0.321

Summary:
Net charge ... 0
Kohn-Sham gap ... 0.333 Ha
Lowest unoccupied orbital energy ... 0.0091 hartree


Energy relative to the most stable one, in kcal/mol: w 4.3; x 0.0